{"formula": "C4H9NO2S", "method": "the ωB97M-V functional and the def2-TZVPD basis", "smiles": "C[C@@H](CS)NC(=O)O", "e_lumo_ev": 0.7, "homo_ev": -9.2073, "homo_lumo_gap_ev": 9.864, "species": ["C", "C", "C", "S", "N", "C", "O", "O", "H", "H", "H", "H", "H", "H", "H", "H", "H"], "xyz": [[-1.2884, -0.3706, 0.9906], [-0.0534, 0.4075, 0.5032], [1.3533, 0.1374, 1.2819], [2.4604, 1.5475, 1.0709], [0.0382, 0.1340, -0.9648], [-0.4686, -0.9031, -1.7035], [-0.8919, -1.9885, -1.4775], [-0.1547, -0.4530, -2.9516], [-1.1577, -1.4556, 0.7803], [-1.4865, -0.1933, 1.9926], [-2.1359, 0.0387, 0.4029], [-0.1639, 1.5317, 0.5572], [1.7707, -0.9271, 1.1484], [1.1380, -0.0095, 2.3824], [1.5068, 2.4712, 1.1929], [0.1374, 1.0291, -1.5128], [-0.6037, -0.9963, -3.6931]], "atomic_forces_ev_per_a": [[0.63, 0.05, -1.92], [0.98, -0.55, -0.49], [-2.06, -1.73, 1.13], [0.59, -0.58, -0.31], [0.03, 2.23, 1.42], [2.05, 1.86, -1.05], [-0.76, -0.86, 0.84], [-1.58, -1.37, -3.48], [-0.25, 0.85, 0.23], [-0.30, 0.20, 2.04], [0.31, -0.55, 0.32], [-0.34, -1.29, 0.18], [-0.12, 1.89, -0.92], [-0.19, 0.79, -0.93], [-0.09, 0.08, 0.14], [0.04, -1.96, 0.72], [1.04, 0.95, 2.09]]}



{"formula": "C6H16", "method": "the ωB97M-V functional and the def2-TZVPD basis", "multiplicity": 2, "e_lumo_ev": [4.1, 4.3], "charge": -1, "homo_ev": [1.5102, -7.9305], "homo_lumo_gap_ev": [2.613, 12.190], "species": ["C", "C", "C", "H", "H", "H", "H", "H", "H", "H", "H", "C", "C", "C", "H", "H", "H", "H", "H", "H", "H", "H"], "xyz": [[-1.9179, -0.7698, 1.9331], [-2.2535, 0.0012, 0.6291], [-0.7899, -0.0816, 2.7069], [-1.6153, -1.7721, 1.6278], [-2.7996, -0.8226, 2.5819], [-3.0754, 0.7056, 0.8070], [-1.3574, 0.5073, 0.2663], [0.1984, -0.2945, 2.3090], [-0.7685, -0.3992, 3.7525], [-2.5606, -0.6558, -0.1879], [-0.9876, 0.9946, 2.6886], [2.1959, 0.1164, -1.9155], [1.2380, -0.8184, -1.1876], [1.5595, 1.4880, -2.1898], [2.4953, -0.3039, -2.8806], [3.1210, 0.2812, -1.3659], [1.1270, -0.5139, -0.1420], [0.2474, -0.7569, -1.6407], [0.8804, 1.7985, -1.3984], [1.5829, -1.8487, -1.1546], [0.9622, 1.5015, -3.1083], [2.3131, 2.2778, -2.2811]], "atomic_forces_ev_per_a": [[0.18, 0.33, -0.60], [-0.08, -0.23, 0.37], [-0.53, 0.01, 0.24], [-0.07, -0.18, 0.34], [0.05, -0.22, -0.22], [0.36, 0.18, -0.11], [-0.20, 0.21, 0.04], [0.08, 0.11, -0.25], [0.02, -0.01, 0.08], [-0.10, -0.17, 0.07], [0.28, -0.03, 0.06], [-0.17, 0.39, -0.39], [0.12, 0.33, 0.34], [-0.03, 0.18, -0.12], [0.03, -0.10, 0.05], [0.04, -0.22, 0.25], [-0.08, 0.11, -0.09], [-0.04, -0.20, -0.05], [0.03, -0.04, 0.23], [0.05, -0.21, -0.22], [0.04, -0.18, 0.03], [0.02, -0.05, -0.06]]}



Q: Which energy above the lowest of the compared OMol25 structures with the same formula, charge and spin values were calculated for the entries above? A: 1.1008, 0.0607, in eV.